The following is a quantum chemistry calculation of a single C6H5NO molecule, from the OMol25 dataset.

Each line ends with the Löwdin charge.
Atoms and positions in Å:
C (-0.028235, 1.204522, -0.250477)  -0.43
C (2.095201, 0.017716, -0.162434)  -0.16
H (0.476307, -1.770321, -0.383968)  0.16
O (0.491409, 1.514785, 0.778143)  0.15
C (-0.103898, -1.115989, 0.359146)  -0.11
C (0.825236, 0.128142, 0.255391)  -0.27
N (3.262849, -0.219174, -0.152217)  0.18
H (-0.265208, -1.403829, 1.542770)  0.20
H (-2.237848, -1.409591, -0.092316)  0.15
C (-1.378326, -0.680305, -0.006566)  -0.12
H (0.287007, 2.035189, -0.888261)  0.18
C (-1.366938, 0.580131, -0.266728)  0.00
H (-2.057555, 1.118727, -0.732478)  0.07

Cartesian forces (eV/Å) of the 6 atoms listed first:
C -4.5 -0.2 -10.2
C 8.4 -1.5 0.5
H -1.3 -0.1 1.6
O 5.2 0.0 13.1
C 4.3 -1.1 3.9
C -3.3 0.8 0.1

Summary:
HOMO level: -9.831 eV
Max |F|: 14.05 eV/Å
Structure (SMILES): N#C[C@]12CC=C[C@H]1O2
Energy above the lowest of the compared OMol25 structures with the same formula, charge and spin: 105.2 kcal/mol

The following is a quantum chemistry calculation of an isolated ion of composition C9H15BrN4O and charge +2, from the OMol25 dataset.

Each line ends with the Löwdin charge.
Atoms and positions in Å:
C (-0.758547, 0.714546, -0.017161)  -0.15
H (1.182784, 1.699104, -1.325096)  0.18
H (-2.100722, -2.520595, 0.059056)  0.09
H (-0.647624, -1.883476, 0.355962)  0.04
C (-2.968342, 0.322912, 0.065454)  -0.24
O (1.576678, -0.129813, -2.308868)  0.03
H (-0.199465, 2.805029, 0.438115)  0.17
H (3.256728, -1.982167, 2.003513)  0.15
H (3.560367, 0.285541, -0.925183)  0.17
N (2.704641, 0.366472, -0.347268)  0.12
N (1.175923, -0.731830, 0.806773)  0.11
H (-4.461898, 1.930646, 0.333510)  0.16
H (-5.223510, 0.003486, 0.643286)  -0.08
Br (-4.647843, -1.123818, -0.052547)  1.06
H (-2.363978, 3.441952, 0.708560)  0.11
C (-1.438718, -1.726926, -0.266373)  -0.02
H (1.271335, 0.318384, -3.118040)  0.13
N (2.410276, -0.956131, 0.145896)  -0.14
H (-1.125753, -1.785533, -1.290557)  0.11
C (3.441792, -1.360829, 1.062766)  0.01
H (1.366195, -0.039934, 1.578395)  0.19
H (4.218608, -1.937758, 0.545246)  0.12
C (-0.992402, 1.995217, 0.325620)  0.00
H (2.304466, -1.585832, -0.613684)  0.18
C (-3.384580, 1.572870, 0.444103)  -0.05
C (1.467750, 0.634783, -1.130808)  -0.29
H (3.923254, -0.488122, 1.533234)  0.12
C (-2.273522, 2.430823, 0.528017)  -0.02
C (-1.775509, -0.317675, -0.013728)  -0.20
N (0.501629, 0.048684, -0.168202)  -0.08

Cartesian forces (eV/Å) of the 6 atoms listed first:
C 0.7 -4.9 1.4
H 0.9 -0.8 0.2
H -0.9 0.3 -0.4
H 2.5 -0.8 1.3
C -1.4 -1.9 0.7
O -0.4 0.4 0.0

Summary:
Charge: +2
HOMO level: -16.105 eV
Max |F|: 5.14 eV/Å
Energy above the lowest of the compared OMol25 structures with the same formula, charge and spin: 0.0 kcal/mol

The following is a quantum chemistry calculation of C58H57AsBr2Cl3GeN4NiOP as an isolated structure, from the OMol25 dataset.

Each line ends with the Mulliken spin population.
Atoms and positions in Å:
Cl (-2.061976, -3.709163, -2.569614)  0.02
C (-2.444530, -0.764680, 3.570690)  0.01
C (4.289470, -1.718080, -1.547368)  -0.01
Br (-7.435964, 3.320185, -0.653124)  0.00
H (0.156889, -0.422204, 4.487115)  0.00
C (-5.440186, 2.112030, 0.966378)  0.00
C (5.512273, -5.217388, -2.477038)  0.00
C (1.872269, 1.631486, 2.405691)  0.02
C (-1.923267, 1.394515, 4.495215)  0.00
H (5.746225, 4.916917, -2.798533)  0.00
As (1.536656, -0.387291, -1.940019)  0.06
C (-4.710217, -2.681138, -0.554098)  0.01
C (3.232567, 0.964467, 4.270092)  0.00
C (-1.194124, 5.616605, 1.672132)  0.00
C (1.227048, -1.183338, 0.771090)  0.15
H (1.776312, 2.183874, 1.480624)  -0.01
C (-4.679964, -1.676072, -1.693397)  0.00
C (5.025389, -0.529834, -0.951893)  0.00
H (3.015730, 0.756535, -5.108047)  0.00
H (-2.944587, -0.694546, 6.945971)  0.00
H (-3.947625, 1.166858, 2.138086)  0.00
Br (-2.041810, 2.527715, -6.034305)  0.00
O (-3.928033, -2.481774, 3.010220)  0.00
C (-0.945261, 2.820262, 1.848673)  0.02
H (-6.282341, -3.778070, -1.541340)  0.00
H (6.039239, -2.883108, -1.175254)  0.00
H (1.252786, -1.713017, -4.279101)  0.00
C (2.651166, -2.765973, -2.997305)  0.02
H (-6.083546, 2.320442, 1.811495)  0.00
H (6.476036, -5.071461, -1.989942)  0.00
H (-6.069322, -4.253818, 0.143005)  0.00
N (0.605716, -0.492949, -0.242474)  0.48
H (3.160397, -0.376104, 0.380794)  0.02
C (3.076378, 1.677647, 3.089795)  0.00
C (3.317409, 3.417576, -1.344318)  0.00
C (-1.888956, 0.523913, 3.406903)  0.01
C (-3.722728, 1.574361, -1.072863)  0.00
H (3.893921, 2.271016, 2.695371)  0.00
N (-3.175862, -1.389101, 1.214902)  0.02
H (2.280407, -0.346411, 5.679160)  0.00
C (1.171679, -2.799171, 2.601688)  -0.02
H (5.894511, -0.327639, -1.582909)  0.00
H (4.352074, -1.786254, 2.014195)  0.00
H (0.164894, 3.244879, 3.654139)  0.00
C (4.661032, -3.980002, -2.383890)  0.00
C (-6.063439, -3.402024, -0.542050)  0.00
H (0.990587, 3.553375, -0.186612)  0.00
H (-5.477637, -0.930013, -1.575669)  0.00
C (-2.343360, 0.991412, 5.750899)  0.00
H (0.539717, -3.087945, -3.401099)  0.00
C (-1.665662, 4.806738, 0.650070)  0.00
H (0.529087, 1.850001, -0.426029)  -0.03
C (-3.080186, -1.585329, 2.484595)  -0.01
C (0.788820, 0.892504, 2.893281)  0.00
C (-1.535449, 3.428332, 0.740616)  0.01
H (3.456059, -0.622512, -4.112676)  0.00
H (4.713143, 0.420148, -4.768644)  0.00
C (2.323499, 2.449588, -1.456769)  0.01
C (-2.760530, -1.186915, 4.873092)  0.00
H (-5.776451, -3.006200, 2.292655)  0.00
C (3.277965, -1.876673, 1.897354)  -0.06
H (-0.121187, 5.661718, 3.530998)  0.00
C (4.582265, 2.321063, -3.023038)  0.00
H (-3.102740, -2.200140, 5.019510)  0.00
H (5.687455, -5.487130, -3.520067)  0.00
C (-0.399124, 3.658290, 2.829753)  0.00
H (-1.859264, 2.821581, -0.083649)  0.00
C (-1.342682, -0.269029, -3.095825)  0.00
H (5.011354, -6.063673, -2.001301)  0.00
C (2.563768, -2.769725, 2.692337)  0.17
H (-1.323114, 6.691394, 1.625096)  0.00
H (5.408355, -0.759459, 0.046296)  0.00
H (-6.869223, -2.718400, -0.247665)  0.00
Cl (0.717273, -3.889087, -0.838876)  0.02
H (-0.844289, -0.070490, -5.174952)  0.00
C (3.710930, 0.404317, -4.341887)  0.01
H (-3.394344, 2.893567, -3.435876)  0.00
H (-4.423808, -4.005769, 1.702503)  0.00
H (6.562433, 3.803603, -1.712188)  0.00
H (-2.127919, 5.247216, -0.225896)  0.00
H (3.148332, 4.273767, -0.695725)  0.00
H (-3.938856, -3.430667, -0.717267)  0.00
C (2.560811, 1.297117, -2.213366)  0.07
C (3.470617, -3.877025, -3.098566)  0.00
C (3.009719, -1.711671, -2.127902)  -0.01
P (-0.819060, 0.970767, 1.961856)  0.04
H (0.593387, -3.452502, 3.245484)  0.00
H (-1.610837, 2.416972, 4.361455)  0.00
N (-3.386947, 1.157558, 0.153947)  0.00
H (-2.375320, 1.705109, 6.567583)  0.00
C (-2.768781, 1.264596, -2.181416)  0.00
N (-1.972957, 0.189346, -2.015230)  0.00
C (-4.236337, 1.455926, 1.141799)  0.00
Ge (-1.266142, -2.932421, -0.624721)  0.04
C (2.171598, 0.216339, 4.758777)  0.00
H (5.434006, 2.306182, -3.699249)  0.00
H (-3.724142, -1.166458, -1.722005)  0.00
C (-4.497549, -2.024440, 0.804982)  0.00
C (-2.685704, -0.334076, 5.957404)  0.00
H (5.426633, 4.994399, -1.057752)  0.00
H (-0.881357, -1.238381, -3.010283)  0.00
C (4.498066, 3.325004, -2.064561)  0.00
C (3.619620, 1.326314, -3.148581)  0.00
C (0.958893, 0.179313, 4.079890)  0.01
C (-0.535169, 5.037652, 2.746927)  0.00
H (-5.224585, -1.201791, 0.859330)  0.00
H (0.306410, 3.022301, -1.715728)  0.00
H (-0.560389, -2.031106, 1.682469)  0.02
C (0.967768, 2.727074, -0.893698)  -0.01
C (1.438083, -2.718674, -3.906891)  0.01
C (-4.921069, 2.217541, -1.353516)  0.00
H (3.165693, -4.688602, -3.752929)  0.00
Ni (-1.596881, -0.412784, 0.072723)  -0.19
H (1.609039, -3.363522, -4.769171)  0.00
H (-5.179872, 2.490704, -2.368961)  0.00
C (5.064965, -2.874540, -1.658092)  0.00
C (-4.748992, -2.999425, 1.943704)  0.00
C (-1.354378, 0.366903, -4.327217)  -0.01
C (-2.792517, 1.997964, -3.354421)  0.00
H (4.449028, 0.386349, -0.914750)  0.00
H (-4.814005, -2.184629, -2.649483)  0.00
Cl (-2.003216, -4.468210, 0.814867)  0.02
C (2.625449, -1.102541, 0.965000)  0.07
H (4.177479, 0.985033, 4.800944)  0.00
C (0.517064, -2.004115, 1.698103)  0.05
C (-5.792664, 2.477911, -0.317319)  0.00
H (3.080194, -3.418756, 3.389312)  -0.01
C (-2.042700, 1.551416, -4.430214)  0.00
C (5.617097, 4.319750, -1.892420)  0.00

Cartesian forces (eV/Å) of the 6 atoms listed first:
Cl 0.0 0.2 0.2
C 0.0 0.0 0.0
C 0.1 0.0 -0.1
Br 0.0 0.0 0.0
H 0.0 0.0 0.0
C 0.0 0.0 0.2

Summary:
Charge: +1
HOMO level (alpha / beta): -9.841 / -9.890 eV
Max |F|: 2.58 eV/Å
Spin multiplicity: 2

The following is a quantum chemistry calculation of C28H29BF7Ge2MgN2O3Te as an isolated structure, from the OMol25 dataset.

Each line ends with the Mulliken spin population.
Atoms and positions in Å:
C (3.454810, -2.001648, -0.424289)  0.00
F (-3.059120, -0.667434, -0.170777)  0.00
Te (1.088540, 0.223144, 2.000253)  0.00
H (-1.238750, -1.808564, -4.854595)  0.00
Ge (-0.732238, -2.247501, 0.213047)  0.00
N (-2.595422, 3.386139, 0.294000)  0.13
H (-0.812127, 6.063015, -0.687062)  0.05
C (-0.662647, -4.243495, -1.932857)  0.00
C (3.331138, 3.055928, -0.930916)  -0.03
B (-1.767195, -0.385278, 0.169959)  0.00
C (5.484555, 4.353487, -1.212709)  0.00
H (-3.228001, 6.639899, -0.368271)  0.00
F (-0.055417, -0.875678, 3.108012)  0.00
Mg (-0.805499, 2.278298, 0.295656)  0.01
H (-2.671069, -2.271889, 3.399882)  0.00
C (1.231195, -2.273367, 0.522942)  0.00
H (1.641920, -1.725200, -1.520588)  0.00
H (1.385354, 6.389631, -0.663280)  0.01
C (-4.919460, 3.859637, 0.582362)  0.13
H (3.850973, 2.106848, -1.013379)  0.00
N (-0.117863, 4.066557, -0.413096)  0.16
H (1.728131, 1.136929, -1.046465)  0.00
H (-1.200504, -0.966731, -2.557719)  0.00
C (4.009368, 4.274960, -1.025647)  0.08
O (6.203498, 3.286803, -0.779918)  0.00
Ge (-1.794862, -3.905321, 1.635162)  0.00
H (-1.211854, -3.065220, 3.985002)  0.00
H (-5.516780, 5.904062, 0.210587)  0.00
F (-1.190384, 0.574464, -0.800792)  0.00
C (-1.044144, -2.023844, -2.730876)  0.00
C (-4.694291, 5.200904, 0.231413)  0.01
C (2.074862, -1.970356, -0.556296)  0.00
C (-1.036430, 5.039323, -0.408028)  0.33
H (0.375503, -5.234160, 2.006115)  0.00
H (4.083644, -1.768102, -1.274913)  0.00
C (4.037943, -2.338219, 0.792528)  0.00
H (-3.332383, -4.781422, -0.210122)  0.00
C (3.287858, 5.460966, -0.955059)  -0.04
O (1.224276, 1.885155, -0.706715)  0.01
C (1.220580, 4.245562, -0.646903)  -0.13
C (-0.691842, -4.724837, -3.234500)  0.00
H (1.228754, -2.894191, 2.588443)  0.00
C (-2.364087, 4.688585, -0.062783)  0.04
F (0.362221, 2.082345, 1.975170)  0.00
C (-0.659716, -5.505728, 1.796879)  0.00
H (-2.750989, -3.943907, 3.984779)  0.00
F (1.820342, 0.587723, 3.651594)  0.00
C (-3.497130, -4.382884, 0.791174)  0.00
C (1.970803, 3.059297, -0.769448)  0.08
H (5.650936, 2.711516, -0.237214)  0.00
C (-0.835937, -2.886876, -1.654095)  0.00
H (3.673420, -2.935696, 2.818960)  0.00
C (-3.430059, 5.614415, -0.088538)  0.07
H (-0.556655, -5.782824, -3.421770)  0.00
H (5.114988, -2.357079, 0.892864)  0.00
H (-4.017213, -5.135070, 1.386188)  0.00
H (-4.133883, -3.502190, 0.706536)  0.00
C (-2.140742, -3.222822, 3.438254)  0.00
H (-1.020796, -6.128914, 2.616831)  0.00
C (3.232506, -2.657991, 1.870349)  0.00
C (1.918609, 5.453209, -0.753621)  0.12
H (-0.920098, -4.220544, -5.309160)  0.00
C (-3.843445, 3.004702, 0.599734)  -0.04
H (-5.904527, 3.496076, 0.833795)  0.01
H (-3.963150, 1.960591, 0.864673)  0.01
O (6.042376, 5.279658, -1.729167)  0.01
H (-0.494559, -4.945374, -1.123533)  0.00
H (-0.676536, -6.104586, 0.886457)  0.00
C (-1.071647, -2.498545, -4.036736)  0.00
F (2.897407, 0.614531, 1.421099)  0.00
F (-1.741002, 0.484168, 1.342428)  0.00
H (3.825862, 6.394843, -1.044495)  0.00
C (1.843273, -2.629793, 1.735527)  0.00
C (-0.895222, -3.850086, -4.292344)  0.00

Cartesian forces (eV/Å) of the 6 atoms listed first:
C 0.0 0.0 0.0
F 0.0 0.2 0.0
Te 0.2 -0.5 -0.2
H 0.0 0.0 0.0
Ge -0.2 0.0 -0.2
N 0.2 -0.1 0.1

Summary:
HOMO level (alpha / beta): -6.342 / -8.525 eV
Max |F|: 0.57 eV/Å
Spin multiplicity: 2
Energy above the lowest of the compared OMol25 structures with the same formula, charge and spin: 73.4 kcal/mol